Arrangement A

106
Properties=species:S:1:pos:R:3 method="wB97M-V/def2-TZVPD" e_homo_ha="-0.248 / -0.273" s_squared=2.034 total_charge=0 spin_multiplicity=3
H 0.6971 -1.4276 2.0977
H 2.8471 -3.3597 -4.0148
C 2.4529 -2.0306 -2.3819
H -3.8893 -3.7381 -0.7251
C 1.8948 -0.1321 -4.3188
H -1.6238 4.1590 1.7403
C 1.6162 -1.9730 1.9103
C 2.0744 -0.7501 -1.9865
H 4.1727 0.7587 -1.9789
H -3.5714 -5.4812 -0.8521
C -5.7316 1.3986 4.9368
H -0.4594 -5.0925 -2.6457
N -0.4175 -5.2491 -0.5642
C -5.5213 1.1954 0.2889
C -3.8546 -0.5044 -0.1658
H -7.4880 4.3241 1.6337
H -7.6751 0.5478 4.6228
H -2.7651 -2.4924 1.1021
C -3.0873 1.6154 0.4279
Se -1.2932 1.0631 2.5531
O -1.4239 1.6227 4.0305
C 5.1234 1.3009 1.7245
H -6.5569 1.5037 0.3215
H -5.2484 1.2211 7.0141
H -0.4222 5.6068 -2.0072
O -1.2874 -0.5333 2.4630
C 2.2587 -1.4157 -4.7000
C -5.7718 4.2529 0.6247
C -6.9464 1.2714 4.2773
H 1.6846 0.6195 -5.0691
P -0.7588 -2.4563 -0.3460
C 5.7107 1.3431 -0.6022
H -4.3876 3.8572 3.0239
C -1.1534 -5.2730 -1.8216
H 0.8890 -4.0791 0.5408
C -3.1067 -4.5001 -0.7244
H 6.4384 1.5192 -1.3846
O -0.0660 1.7530 1.7462
H 2.3237 -1.6748 -5.7489
H -0.9759 -2.8542 -2.7361
C 3.5020 0.6482 0.0586
C -4.5052 2.1052 0.3582
C 2.5405 -2.3613 -3.7273
H -3.6440 -1.5127 -0.4968
N -2.4258 -4.4921 0.5654
H -2.4262 2.3184 -0.0852
C -4.8136 2.3334 4.4635
C 3.5953 -2.3414 0.5945
H -5.9652 -0.8980 0.0297
C -7.2404 2.0511 3.1669
H 0.5252 6.3972 -0.7282
O -5.9520 5.2885 0.0175
C -5.1917 -0.1461 0.0857
H 3.1216 0.6850 2.1728
C 6.0645 1.5180 0.7249
H -8.1910 1.9398 2.6582
H 2.5183 3.2594 -0.1510
H 4.9020 -3.8904 1.2792
H -1.7827 5.4415 0.5068
H -3.8509 2.4261 4.9507
H 2.3298 4.8196 0.6824
C 0.3256 -4.0074 -0.3892
H 1.9265 3.2917 1.5264
C 0.4159 5.4882 -1.3229
H 1.5024 1.1961 -2.6902
C 2.0286 -2.9569 2.8015
C 3.8503 0.8754 1.3923
C 4.4326 0.9127 -0.9397
C 3.9800 -3.3518 1.4600
H 1.0257 -3.9096 -1.2179
H -1.8026 -6.4642 0.4047
C -1.6821 -2.9284 -1.9032
C -1.3530 -5.4758 0.5302
S -0.3924 2.4002 -1.4853
C -5.1036 3.1241 3.3686
C -5.3784 0.5750 6.1442
C -1.9308 -3.1686 0.9258
As 0.1327 3.9518 -0.1389
H -6.1445 -0.1637 6.3748
C 3.1983 -3.6613 2.5659
O -2.7969 1.6751 1.8416
H 3.5184 -4.4333 3.2541
C -1.0878 4.8436 1.0967
H -1.5963 -6.2651 -1.9401
C -6.3175 2.9774 2.7052
H -4.4288 0.0644 5.9770
H 5.3926 1.4421 2.7635
C 2.3864 -1.6693 0.7904
N -2.8350 0.3015 -0.0924
H 4.2403 -2.0626 -0.2296
Pd -0.5424 -0.0092 0.0705
H 2.6916 -2.7798 -1.6427
N -6.6424 3.7810 1.5694
H 1.4318 -3.1697 3.6798
H -0.4751 5.5045 1.7099
H -0.8110 -5.4547 1.4781
H 7.0717 1.8185 0.9834
P 1.8918 -0.2196 -0.2364
N -2.2237 -4.2837 -1.8695
C 1.9266 3.8129 0.5750
H -1.3761 -3.2248 1.8654
N -4.6368 3.4755 0.3721
H -3.9161 3.9874 -0.1168
H 1.3211 5.3298 -1.9072
H -2.4785 -2.2097 -2.1073
C 1.8044 0.1974 -2.9755



Arrangement B

106
Properties=species:S:1:pos:R:3 method="wB97M-V/def2-TZVPD" e_homo_ha="-0.267 / -0.296" s_squared=2.009 total_charge=0 spin_multiplicity=3
C -0.4474 4.1457 3.6277
H 2.4806 -3.9820 -5.0804
C 3.2630 -5.6838 1.1356
C 4.0846 -5.0687 0.1948
H -0.5949 3.4515 6.2091
H 0.1738 -0.4768 6.1265
H -2.9238 6.8986 2.6158
H -2.7404 -0.4230 3.2504
H -1.9080 0.9934 3.9589
C 0.6729 -0.1949 5.1989
C -0.5285 2.4165 -0.5018
C -3.9540 -1.7745 -4.2300
C -0.5313 6.1257 -0.4018
C -2.4006 3.7349 0.1330
C 5.7838 0.5126 1.0504
H 2.7056 -1.8856 -6.3723
C -3.0625 2.5491 0.4077
N -2.7723 -2.6359 -4.2644
H -1.3163 -3.4405 -2.9604
H -4.6484 -2.1525 -3.4795
H -1.4009 7.4249 0.8066
As -0.3163 -0.8473 3.6742
H -0.3827 0.4190 -3.5091
C -2.2239 6.1204 2.8987
O -1.8943 -1.4899 1.6501
C 4.9029 -0.2073 1.8468
C -0.7238 -0.6086 -3.6683
H 0.2667 3.3767 3.9016
H -2.9113 0.3865 0.4086
C -1.2216 5.7459 2.0116
H 6.2387 1.1439 -0.9477
C 5.5502 0.6035 -0.3107
C -2.0414 -0.0861 4.0074
H 5.0818 -0.3007 2.9103
H -3.0166 0.8762 -2.3772
C 2.5898 -0.6298 -4.6345
C -2.6673 0.1124 -4.9012
C 3.5361 -0.7197 -0.0840
O -3.0382 -3.9856 1.6641
H 0.7188 -3.4531 1.1713
H -4.4340 -1.8195 -5.2096
C 2.4770 -3.2827 -0.0405
C 2.3550 -1.7715 -2.5125
H 0.4793 4.4659 1.7206
P -1.6988 -1.1712 -2.2013
H 4.3052 0.0541 -1.9430
N -1.1383 6.4513 0.7861
C 2.3691 -2.9893 -3.1847
H -2.8933 4.6901 0.2632
C 3.7950 -0.8188 1.2853
C 2.4452 -0.5931 -3.2584
C 3.6972 -3.8732 -0.3821
C 1.6690 -3.8940 0.9101
H -2.9273 -3.2657 -2.2648
C -0.3239 4.7540 2.3851
H -3.9960 -0.5071 -1.8680
H 2.6492 0.2932 -5.1965
H 3.1267 -1.3862 1.9162
H 1.4174 -5.5688 2.2219
H 2.2580 -3.9142 -2.6332
N -1.4464 -0.6895 -4.9455
C -2.4226 1.3354 0.2037
H -2.3657 -0.3845 5.0041
H 0.3283 4.6708 -1.4346
C -2.3134 5.5284 4.1469
H 3.5647 -6.6210 1.5859
H 4.3567 -3.3831 -1.0903
N -1.1710 1.2842 -0.2569
C -0.3059 -2.7291 4.0344
N -3.6596 -0.3686 -3.9423
C 2.0632 -5.0936 1.4946
Se -2.4633 -2.7856 0.7426
H -4.0808 2.5599 0.7725
H 0.4975 2.3299 -0.8504
H -2.2616 -2.1222 -6.2118
C 2.6100 -1.8518 -5.2948
C -3.2182 -0.1808 -2.5583
H -0.9102 -2.8614 4.9327
H 0.7240 -3.0196 4.2359
H 0.1569 -1.2406 -3.7362
C -1.0932 3.6708 -0.3279
C -1.8150 -2.0794 -5.2161
H 1.6753 -0.6183 5.1754
O -3.5399 -2.1500 -0.3225
C -1.5455 3.8828 5.8942
P 2.0604 -1.6389 -0.7188
C 2.4861 -3.0274 -4.5704
H 5.0293 -5.5190 -0.0818
N -0.2987 4.7846 -0.6525
Pd -0.3188 -1.0451 -0.1216
C 4.4367 -0.0106 -0.8755
H -3.1206 0.0989 -5.8945
H -0.9100 -2.6906 -5.2122
H 2.3590 0.3665 -2.7616
O -0.1993 6.9782 -1.1999
H 6.6526 0.9874 1.4879
C -1.4307 4.5259 4.5365
H -2.2880 3.0830 5.8936
O -1.0451 -3.2218 -0.0798
S 0.7446 0.0039 2.0324
H -1.8530 4.6072 6.6486
H 0.7437 0.8890 5.1289
C -2.1990 -2.7997 -2.9243
H -2.4067 1.1436 -4.6531
H -0.7353 -3.2999 3.2199
H -3.0864 5.8567 4.8324



Computed stability ranking, most favorable first: arrangement B, arrangement A



Arrangement A

10
Properties=species:S:1:pos:R:3 method="wB97M-V/def2-TZVPD" e_homo_ha=-0.384 total_charge=0 spin_multiplicity=1
H 1.1816 2.2111 -0.7729
N 0.3481 0.4006 -1.5681
N -1.0114 -1.0115 -0.6571
N 0.0853 -1.9996 1.1993
N -0.4827 0.3755 0.9932
N -0.8158 -0.2446 -1.6915
N -0.0603 1.4538 0.4640
C 0.4947 1.3081 -0.6250
H 0.4946 -1.6391 2.2040
C -0.2341 -0.8543 0.4541



Arrangement B

10
Properties=species:S:1:pos:R:3 method="wB97M-V/def2-TZVPD" e_homo_ha=-0.364 total_charge=0 spin_multiplicity=1
N 0.4518 -1.7508 -0.4474
N -0.6183 -1.2568 -0.8046
C -1.0140 -0.0084 -0.0228
H -2.4672 0.6362 0.8898
N -0.1179 1.0863 -0.4565
C 1.0917 0.9057 -0.2764
N -2.1420 -0.2276 0.5974
N 1.3048 -1.1873 0.6799
H 1.5872 1.8285 -0.5166
N 1.9239 -0.0258 0.3571



Computed stability ranking, most favorable first: arrangement B, arrangement A



Arrangement A

10
Properties=species:S:1:pos:R:3 method="wB97M-V/def2-TZVPD" e_homo_ha=-0.386 total_charge=0 spin_multiplicity=1
N -1.6878 -0.4727 0.3015
N 0.0328 -1.2297 -0.9991
N 1.5681 -0.7711 0.7763
N -0.2852 1.3287 -0.5320
N -1.2377 -1.1793 -0.7352
N 0.8180 0.9127 -1.1419
C -0.9551 0.6674 0.5092
C 0.9685 -0.4869 -0.3011
H 2.2458 -0.1446 0.8728
H -1.4675 1.3754 1.2493



Arrangement B

10
Properties=species:S:1:pos:R:3 method="wB97M-V/def2-TZVPD" e_homo_ha=-0.370 total_charge=0 spin_multiplicity=1
H 2.2830 -0.3198 0.9075
N -0.7270 0.0803 -1.6073
N 0.3331 1.0585 0.7055
N 0.4712 0.5413 -1.5778
C -1.4047 -0.3539 0.4899
H -2.0518 -0.9699 1.1188
N -0.8657 0.8538 1.0126
N 2.0988 -0.3720 -0.0943
C 1.0542 0.2808 -0.2917
N -1.1911 -0.7990 -0.6632



Computed stability ranking, most favorable first: arrangement B, arrangement A



Arrangement A

21
Properties=species:S:1:pos:R:3 method="wB97M-V/def2-TZVPD" e_homo_ha=-0.531 total_charge=+1 spin_multiplicity=1
H -0.6438 -0.0297 1.1105
H 0.4196 -3.0759 -0.5063
C -0.8282 -0.0177 0.0444
H -2.4742 -1.2971 0.3217
N 0.0962 2.2074 0.1321
H 2.6356 0.8467 1.7394
C 0.6034 -2.1685 0.0658
O 2.7107 1.1494 0.8212
H 1.1634 -0.3120 -0.6507
H 0.1291 -1.0188 -1.7105
C -0.9119 1.4700 -0.3420
H -2.2038 -0.8388 -1.2668
H 0.1862 3.1483 -0.2259
H -2.8669 0.2465 -0.3295
H 0.0280 -2.2952 0.9798
O -1.9404 1.8472 -0.8700
N -2.1896 -0.5349 -0.2892
H 0.9720 1.7276 0.3597
C 0.2269 -0.8387 -0.6392
H 1.6483 -2.1758 0.3680
H 3.2397 1.9602 0.8875



Arrangement B

21
Properties=species:S:1:pos:R:3 method="wB97M-V/def2-TZVPD" e_homo_ha=-0.493 total_charge=+1 spin_multiplicity=1
H 0.8433 -0.8507 -2.1421
H 1.0159 -1.2765 2.3130
C -0.6129 0.1722 1.8921
H -0.2799 1.3949 -1.5351
C -0.0585 -1.2776 -1.6788
C 0.2323 -1.4895 -0.2422
H 0.0060 1.6636 0.6483
H -0.4367 -2.2248 -2.0637
H -1.4811 1.9578 1.2618
N -0.5781 1.5527 1.4789
H -1.2624 -0.4219 1.1896
H 2.0352 -0.6269 0.1613
C 0.8049 -0.3480 1.7645
O 0.2893 2.1759 -1.5826
O -1.1255 -0.3286 -1.8486
N 1.0221 -0.5838 0.3360
H -1.1091 0.1246 2.8598
H 1.5021 0.3910 2.1556
H -0.0580 2.7112 -2.3035
H -1.1331 -0.2130 -2.8071
H 0.3842 -2.5025 0.1427



Arrangement C

21
Properties=species:S:1:pos:R:3 method="wB97M-V/def2-TZVPD" e_homo_ha=-0.527 total_charge=+1 spin_multiplicity=1
C -0.1341 1.6785 -0.3117
H -2.5464 -0.6551 0.0877
O 1.5701 -0.6242 1.9533
C 0.8061 -1.8351 -0.9134
H 0.9913 3.1435 0.5688
O -0.8822 2.2720 -1.0563
H -2.3106 0.8542 0.7413
N 0.7687 2.1409 0.5755
H 1.3882 1.4840 1.0067
H 0.7184 -0.4406 2.3547
H 0.4978 0.0062 -1.9668
C -0.5271 0.1859 -0.0694
C -0.0804 -0.6597 -1.3305
H -2.5441 0.6078 -0.8840
H -0.8018 -1.0441 -2.0473
N -2.0705 0.2415 -0.0346
H 2.3005 -0.5528 2.6251
H 1.3564 -1.6234 0.0014
H 0.1438 -2.6509 -0.5445
H -0.0987 -0.1631 0.8932
H 1.4545 -2.3657 -1.6492



Computed stability ranking, most favorable first: arrangement A, arrangement C, arrangement B



Arrangement A

16
Properties=species:S:1:pos:R:3 method="wB97M-V/def2-TZVPD" e_homo_ha=-0.341 total_charge=0 spin_multiplicity=1
C -1.3157 0.2148 -0.0524
H -0.0221 0.1730 1.6299
H -0.9757 1.8895 -0.8362
O 0.4274 1.9113 0.3284
C 0.1219 0.5198 0.5837
N -1.7467 1.0582 -1.0240
H 1.7560 -1.9503 -0.7851
H 2.7915 0.9138 0.3487
N 2.5195 0.0859 -0.2636
C 1.3568 -0.3145 0.0299
N -2.0345 -0.9477 0.3698
H -3.0340 -0.9809 -0.0091
N 0.8759 -1.5136 -0.3635
H -0.0118 -1.6041 -0.8228
H -1.8640 -1.2672 1.3440
H 1.1556 1.8121 -0.4778



Arrangement B

16
Properties=species:S:1:pos:R:3 method="wB97M-V/def2-TZVPD" e_homo_ha=-0.324 total_charge=0 spin_multiplicity=1
H 2.3339 -1.5403 -1.6193
C -1.6750 0.9068 -0.4286
O 0.9008 -0.9353 -0.4512
N -0.8558 -0.2700 1.6305
H 2.5137 -2.0021 0.0790
H -2.6420 0.8131 -0.8066
C 1.8797 -1.8653 -0.6984
H -0.0567 -0.8325 1.2232
H -2.7508 -0.2569 0.7169
N -0.5770 1.3769 -1.0522
N -1.7726 0.1978 0.7303
C 0.6266 1.1933 -0.1886
H -0.4643 0.5061 2.1632
H 0.9312 2.0798 0.3980
H 1.2971 -2.7648 -1.0131
N 1.2974 0.1340 0.1718



Computed stability ranking, most favorable first: arrangement A, arrangement B



Arrangement A

19
Properties=species:S:1:pos:R:3 method="wB97M-V/def2-TZVPD" e_homo_ha="-0.566 / -0.552" s_squared=0.758 total_charge=+1 spin_multiplicity=2
N -1.1174 -0.7546 1.4912
H 0.7157 1.1891 0.4547
C 0.8714 0.7318 -0.5212
C -0.3877 -1.7098 0.9567
H -0.6547 -2.7485 1.1523
C 1.5788 1.5416 -1.6057
H 2.4449 -0.6668 0.2855
H 0.9288 2.2949 -2.0379
C 1.5495 -0.6566 -0.3265
H -3.2217 2.0710 -0.3625
H 1.9194 0.8460 -2.3716
H -0.0800 0.4714 -1.0009
H 1.7552 -0.9873 -1.3448
H -1.1786 0.1660 1.0766
H -1.9987 -1.0856 1.8598
H -1.7406 2.0644 0.0493
O -2.5493 1.5350 0.0706
H 2.4841 2.0354 -1.2595
N 0.6601 -1.6440 0.2351



Arrangement B

19
Properties=species:S:1:pos:R:3 method="wB97M-V/def2-TZVPD" e_homo_ha="-0.490 / -0.490" s_squared=0.765 total_charge=+1 spin_multiplicity=2
C 0.6756 0.9004 0.0200
H 0.6363 0.1363 -2.2313
H 1.3565 0.3717 0.7029
O 1.4297 -3.9627 -0.5428
H -1.0652 2.9137 -0.5963
H -1.6173 1.5905 2.6084
H -0.4941 -1.6861 -1.8572
H -0.5580 0.0936 2.3783
N -0.0028 -1.3847 -1.0125
H -0.5997 -1.4701 -0.1871
H -1.6464 3.1311 1.0542
C -0.8720 1.0734 1.9887
H 1.0145 -4.1967 0.2882
H 1.2334 -3.0431 -0.7627
H -0.8887 0.4765 -1.6085
C -0.3884 1.5626 0.7934
N -0.9568 2.7710 0.3943
C 0.0471 0.1063 -1.2253
H 1.2948 1.6147 -0.5552



Arrangement C

19
Properties=species:S:1:pos:R:3 method="wB97M-V/def2-TZVPD" e_homo_ha="-0.533 / -0.532" s_squared=0.754 total_charge=+1 spin_multiplicity=2
H -0.8949 -1.0822 -0.1546
H 2.1368 -0.8477 -0.2270
H 1.2709 -2.4238 -0.4116
C 1.1444 -1.2777 -0.6040
H 0.9325 -1.1664 2.2406
H -1.2997 0.9232 -1.1239
H 1.2638 0.9233 0.4030
C -0.2935 1.3441 -1.1012
N -0.7557 2.8237 -1.3125
H -1.6452 -2.0867 1.3876
C -0.1353 -1.0620 1.7797
C 0.0906 -0.6578 0.2346
H -0.6345 -0.1884 2.2992
H 0.1193 0.8538 -1.9704
H -1.7110 3.2492 -0.9667
H 0.9780 -1.0810 -1.6334
N 0.2516 0.7961 0.1371
H 0.0941 3.1927 -0.9773
O -0.9122 -2.2322 2.0008



Computed stability ranking, most favorable first: arrangement A, arrangement B, arrangement C



Arrangement A

22
Properties=species:S:1:pos:R:3 method="wB97M-V/def2-TZVPD" e_homo_ha="-0.308 / -0.344" s_squared=0.754 total_charge=0 spin_multiplicity=2
H 1.4660 -0.5789 -0.0082
H 1.3010 0.1376 1.6323
C 0.7506 -0.5079 0.8960
H -1.6152 -1.3868 -0.4054
C -0.5256 0.2747 0.5483
H 0.9573 4.1690 -2.1270
C -1.3384 -0.3262 -0.5520
H 0.5969 -0.2213 -1.6161
H -0.3149 -1.5652 -2.1455
H -0.3533 1.3605 0.5202
C 0.6500 -1.8501 1.6916
H 0.1918 -1.2220 3.5873
H 0.2468 -2.6194 1.0647
H -0.7120 -0.7990 2.2377
N 0.4860 3.3104 -1.6612
C -0.4491 -0.5150 -1.8829
H 1.6523 -2.1197 2.0027
H -2.2357 0.1884 -0.8299
H 0.7152 2.9421 -0.7690
N -0.3280 -1.5960 2.7939
H -0.2123 2.9769 -2.2448
H -0.9296 -0.0522 -2.7327



Arrangement B

22
Properties=species:S:1:pos:R:3 method="wB97M-V/def2-TZVPD" e_homo_ha="-0.102 / -0.323" s_squared=0.751 total_charge=0 spin_multiplicity=2
H -1.1315 3.0124 0.9301
N 0.3344 1.4877 0.7822
H -1.3817 -2.3729 -1.5490
C -0.7043 2.3575 0.1739
H -0.1510 -3.1075 0.2244
H 0.6995 0.8096 0.0577
C 1.4573 -0.7611 -1.2455
H -0.2155 2.9643 -0.5928
H -0.4892 1.3715 2.7435
H 1.4841 -0.1172 -2.1112
C -0.9513 -1.3683 -1.5650
H 2.4193 -0.9957 -0.8020
H 1.1395 2.0782 1.0963
H 0.5452 -0.0074 2.2870
C 0.3686 -1.4513 -0.8465
H -1.4545 1.7458 -0.3255
N 0.4273 -2.2862 0.2739
H -1.6486 -0.7464 -0.9894
H -0.8418 -0.9819 -2.5713
C -0.1867 0.7146 1.9292
H 1.3726 -2.5486 0.5019
H -1.0918 0.2028 1.5981



Computed stability ranking, most favorable first: arrangement A, arrangement B



Arrangement A

13
Properties=species:S:1:pos:R:3 method="wB97M-V/def2-TZVPD" e_homo_ha=-0.149 total_charge=-1 spin_multiplicity=1
N 0.7162 0.3048 0.6800
H 1.4591 -0.3526 0.6154
N -1.2110 -0.9355 1.7629
C 0.4469 0.6161 -2.9169
H -0.4026 1.2505 -2.6375
H -0.5832 0.8890 2.2550
H -1.7226 -0.6369 0.9990
O 1.3693 1.2945 -3.4730
O 0.1495 -0.6554 -3.1049
H 0.5812 -0.2416 2.6140
H 0.2080 0.3742 -0.2054
C -0.0585 0.0154 1.8047
H -0.9523 -1.9224 1.6068



Arrangement B

13
Properties=species:S:1:pos:R:3 method="wB97M-V/def2-TZVPD" e_homo_ha=-0.137 total_charge=-1 spin_multiplicity=1
H 2.5205 -0.4220 1.7243
O 1.9249 -2.7965 1.6978
O 0.0243 0.5917 -0.2870
H -1.2737 2.2782 -1.8049
H -1.4951 0.7655 -2.4236
H 1.0999 0.0601 0.5576
H -2.0060 0.0490 -0.0935
N 1.7733 -0.6176 1.0778
N -1.7875 1.4044 -1.6591
H -1.5117 1.7577 0.3747
C 1.4081 -1.9047 0.9856
H 0.6362 -2.0760 0.1948
C -1.3132 0.9103 -0.3443



Computed stability ranking, most favorable first: arrangement B, arrangement A